Computed, not measured: 14 unconnected molecules or ions with the total composition C6H41NO14, with wB97M-V/def2-TZVPD.

Last columns: bonded neighbours and bond lengths (Å).
Positions of all 62 atoms, in Å:
1 H -0.5631 1.4885 -2.3877  C59 1.091
2 O -3.1737 -0.0325 2.4982  H16 0.974, H40 0.959
3 H 1.0439 3.5490 0.0510  O47 0.966
4 H 2.3555 2.2258 3.2122  O52 0.957
5 H 3.3642 -0.3472 1.7633  O38 0.965
6 H -0.8812 -1.6583 0.0613  C41 1.130
7 H 2.9997 3.5350 -1.1173  O48 0.961
8 H 1.2767 0.1390 1.1307  N45 1.004
9 H 2.2512 -3.8264 -3.0847  O28 0.963
10 H 2.3490 -0.5395 2.9016  O38 0.963
11 O -0.2656 2.0659 0.2754  H21 0.961, C51 1.436
12 H -0.7148 -1.3589 -3.3626  C34 1.084
13 O -4.4247 -1.1620 -2.3542  H56 0.960, H58 0.957
14 H 1.2269 -1.4261 -1.9094  C53 1.096
15 H -2.6656 0.2635 -4.2748  C23 1.090
16 H -2.9965 -0.9291 2.1606  O2 0.974
17 H 1.5516 2.8332 1.9415  O52 0.960
18 H 4.8069 -0.6694 -0.9538  O43 0.973
19 H 4.2936 1.6678 0.0592  O35 0.972
20 H -3.4656 -0.7796 0.0171  O50 0.962
21 H -0.6684 2.0625 -0.5970  O11 0.961
22 H 0.3412 4.9809 0.5204  O47 0.956
23 C -2.2313 1.0317 -3.6355  H15 1.090, H25 1.090, H27 1.089, C59 1.552
24 H -1.9512 -2.8240 1.2644  O39 0.956
25 H -2.1811 1.9470 -4.2254  C23 1.090
26 H -1.5329 -2.5953 2.7539  O39 0.969
27 H -2.8456 1.1652 -2.7466  C23 1.089
28 O 2.6997 -4.1881 -2.3127  H9 0.963, H55 0.963
29 H -0.3881 -1.1425 2.5885  O49 0.987
30 H 0.6967 -1.9634 3.3990  O49 0.960
31 H -4.5357 0.6538 1.3574  O46 0.976
32 H 4.0264 -1.9432 -0.3966  O43 0.958
33 H -3.5049 -2.2906 -0.3907  O50 0.962
34 C -0.7000 -0.6971 -2.5041  H12 1.084, C53 1.558, H54 1.093, C59 1.543
35 O 4.5037 0.7235 0.1580  H19 0.972, H37 0.962
36 H 0.6374 -2.2041 0.2195  C41 1.090
37 H 5.0864 0.6239 0.9170  O35 0.962
38 O 2.7170 -0.9664 2.1212  H5 0.965, H10 0.963
39 O -2.2729 -2.5739 2.1291  H24 0.956, H26 0.969
40 H -3.5601 -0.0869 3.3743  O2 0.959
41 C 0.1688 -1.2529 -0.0337  H6 1.130, H36 1.090, N45 1.466, C53 1.549
42 H -1.5285 0.3677 0.4180  C51 1.084
43 O 4.6922 -1.6336 -1.0124  H18 0.973, H32 0.958
44 H 0.8828 0.2353 -1.4214  C53 1.087
45 N 0.3510 -0.2265 0.9974  H8 1.004, C41 1.466, C51 1.466
46 O -4.8297 1.0756 0.5280  H31 0.976, H60 0.960
47 O 1.1127 4.4954 0.2340  H3 0.966, H22 0.956
48 O 3.4899 3.4095 -0.3000  H7 0.961, H62 0.965
49 O -0.1838 -1.5842 3.4466  H29 0.987, H30 0.960
50 O -2.9299 -1.5648 -0.1295  H20 0.962, H33 0.962
51 C -0.6622 0.8259 0.8804  O11 1.436, H42 1.084, N45 1.466, H61 1.093
52 O 1.9039 2.0579 2.3851  H4 0.957, H17 0.960
53 C 0.4668 -0.7670 -1.4740  H14 1.096, C34 1.558, C41 1.549, H44 1.087
54 H -1.5905 -0.9252 -1.9132  C34 1.093
55 H 3.0534 -3.3914 -1.9027  O28 0.963
56 H -3.5052 -0.9636 -2.5466  O13 0.960
57 H -0.1123 0.9014 -3.9447  C59 1.094
58 H -5.0608 -0.6891 -2.8913  O13 0.957
59 C -0.8031 0.7144 -3.1178  H1 1.091, C23 1.552, C34 1.543, H57 1.094
60 H -5.1017 0.3966 -0.0944  O46 0.960
61 H -0.8367 1.2674 1.8647  C51 1.093
62 H 2.8549 3.6027 0.4009  O48 0.965

LUMO: 0.0 eV
Total energy: -37041.8378 eV
Relative energy (zero: lowest compared OMol25 entry of this formula, charge and spin): 79.2 kcal/mol
HOMO level: -0.3351 Ha